Here is a single C7H11N3O2S molecule from the Open Molecules 2025 dataset. Energies are from ωB97M-V/def2-TZVPD.

SMILES string = CNC(=O)[C@@]1(C)N=CS[C@@H]1C(N)=O
LUMO = 0.696 eV
molecular weight = 201.3 g/mol
2S+1 = 1
ΔE to the lowest compared entry with this formula, charge and spin = 0.0 kcal per mole

Positions of all 24 atoms, in Å:
C (-1.40, -2.30, -0.48)
C (-2.26, 1.08, 0.40)
C (0.97, 0.07, 0.40)
C (-1.59, -0.11, 0.85)
C (-0.24, -0.37, -0.42)
C (-0.40, 0.53, -1.62)
C (3.32, -0.61, 0.71)
N (-0.34, -1.70, -0.88)
N (-1.55, 2.23, 0.64)
N (1.99, -0.82, 0.30)
O (-3.30, 0.97, -0.18)
O (1.01, 1.04, 1.11)
S (-2.62, -1.60, 0.52)
H (-1.67, -3.18, -0.94)
H (-1.12, -0.29, 1.80)
H (-0.96, 0.15, -2.42)
H (0.63, 0.85, -1.98)
H (-0.88, 1.47, -1.29)
H (3.81, -1.54, 1.00)
H (3.92, -0.03, -0.21)
H (3.44, 0.16, 1.47)
H (-0.74, 2.20, 1.24)
H (-1.95, 3.16, 0.51)
H (1.90, -1.37, -0.51)